{
  "formula": "BrCd3N4O12",
  "method": "ωB97M-V with the def2-TZVPD basis set",
  "total_charge": 1,
  "homo_lumo_gap_ev": 5.7,
  "lumo_energy_ha": -0.23397,
  "spin_multiplicity": 1,
  "elements": ["Cd", "Cd", "Cd", "N", "O", "O", "O", "N", "O", "O", "O", "N", "O", "O", "O", "N", "O", "O", "O", "Br"],
  "coordinates": [[-7.415004, -22.521583, 18.878423], [-2.947196, -21.849502, 20.831506], [-3.493877, -17.166643, 20.461206], [-6.049395, -15.723516, 19.387067], [-5.690102, -15.180156, 18.325617], [-7.236593, -16.005416, 19.644283], [-5.144921, -15.932801, 20.236067], [-5.193449, -19.861540, 19.589924], [-6.311391, -20.267247, 19.488143], [-4.251642, -20.696857, 19.766132], [-4.812826, -18.717539, 19.891968], [-3.501080, -19.510989, 22.952597], [-3.912400, -19.622255, 24.068649], [-3.505907, -20.522532, 22.128456], [-3.276319, -18.411021, 22.388551], [-5.258781, -24.083124, 20.448024], [-4.247328, -23.444943, 20.861833], [-5.634913, -25.062165, 20.982509], [-5.679924, -23.620982, 19.295624], [-7.638734, -21.189387, 16.910082]],
  "forces_ev_per_a": [[0.1023, 0.2527, -0.4480], [1.1455, -1.6250, -0.8912], [-0.6998, 0.2382, 0.4966], [-3.0491, 1.2262, -3.9975], [-0.5046, -0.8593, 1.1387], [2.4560, 0.2398, 0.1363], [1.9307, -0.6445, 3.1534], [2.8275, -1.5331, 3.5516], [-0.8567, 1.1718, -0.5636], [-0.7438, -0.5469, -3.0838], [-2.3740, 0.9795, -1.6241], [-1.6841, -0.0364, -0.9952], [1.0034, 0.0560, -0.7203], [-0.0779, 1.5053, 3.0791], [0.8194, 0.8345, 0.5970], [1.4596, 0.8025, -1.7364], [-0.0234, -1.1480, 1.1666], [-0.7674, 0.0811, -0.0090], [-0.4590, -0.9781, 1.2218], [-0.5049, -0.0163, -0.4721]]
}

=====

{
  "formula": "C17H19Cl2N5O2S2Sr",
  "method": "ωB97M-V with the def2-TZVPD basis set",
  "total_charge": 0,
  "homo_lumo_gap_ev": 7.0,
  "lumo_energy_ha": -0.02196,
  "spin_multiplicity": 1,
  "elements": ["Sr", "C", "S", "C", "S", "N", "N", "C", "C", "C", "C", "C", "C", "N", "H", "H", "H", "H", "H", "H", "H", "H", "Cl", "C", "C", "C", "Cl", "C", "O", "C", "C", "O", "C", "H", "H", "H", "N", "C", "C", "N", "H", "H", "H", "H", "H", "H", "H", "H"],
  "coordinates": [[9.097736, 5.442869, 10.183030], [4.451969, 5.719884, 5.934322], [5.856604, 6.867359, 5.782807], [6.640824, 6.547188, 7.375291], [8.138880, 7.256888, 7.788728], [5.912445, 5.897465, 8.258656], [6.401861, 5.879658, 9.484108], [5.518010, 5.716177, 10.448711], [5.928714, 5.702590, 11.829914], [4.912206, 5.533088, 12.839933], [5.226630, 5.879423, 14.159167], [6.463591, 6.392544, 14.400937], [7.405691, 6.466376, 13.414699], [7.209730, 5.984681, 12.152114], [3.800738, 6.052821, 5.103534], [3.957874, 5.900941, 6.920414], [4.846615, 4.726710, 5.738502], [4.447291, 5.630110, 10.225497], [3.867332, 5.279731, 12.593595], [4.532929, 5.726699, 14.978344], [6.731830, 6.677546, 15.413101], [8.414728, 6.894489, 13.653682], [10.786996, 3.962413, 17.342598], [11.003943, 4.127186, 15.660453], [12.164715, 4.638359, 15.057138], [12.160685, 4.972788, 13.712507], [13.596965, 5.228460, 12.892343], [11.005476, 4.838145, 12.895642], [11.010021, 5.300061, 11.704926], [9.877597, 4.073079, 13.504463], [8.993367, 3.330596, 12.682451], [8.905148, 3.437810, 11.432415], [9.934452, 3.769127, 14.875327], [13.202816, 4.597823, 15.521864], [8.343006, 2.591756, 13.181068], [9.125774, 3.203858, 15.241367], [11.331008, 5.811435, 8.139369], [11.288457, 4.647454, 7.304673], [9.843849, 4.366921, 7.057846], [9.214543, 3.698712, 8.206873], [10.989430, 6.585594, 7.580193], [12.285771, 5.973581, 8.456030], [11.856150, 3.822813, 7.839821], [11.821936, 4.804266, 6.357686], [9.695458, 3.747484, 6.135472], [9.377910, 5.362504, 6.914718], [9.557099, 2.767249, 8.350892], [8.225808, 3.536594, 8.002767]],
  "forces_ev_per_a": [[0.1080, 0.8150, -0.5755], [-0.2780, 1.2439, -0.2732], [0.6839, -0.5523, 1.1920], [-0.0930, 0.3920, 0.5792], [0.2151, 0.6038, -0.7378], [-1.2341, 0.0981, -1.5729], [-0.6624, -0.8596, 2.9601], [1.0871, -0.3072, -2.2756], [-0.8603, -0.1071, 1.8047], [0.4526, 0.7702, -0.2058], [-0.9159, -1.0198, -1.1919], [0.7445, 0.4675, 1.3990], [1.4763, -0.6558, -1.2879], [-0.4714, 1.4746, 1.0248], [0.1202, -0.4295, 0.4271], [0.4682, -0.5872, -0.9678], [-0.4525, -0.1493, 0.3798], [0.3336, 0.0180, -0.0420], [0.8079, -0.0166, -0.1402], [-0.1137, 0.1097, -0.1948], [0.0309, 0.1960, -0.1577], [-0.9587, -0.6864, -0.3997], [0.4608, -0.2030, 1.0642], [-0.8312, 0.0738, -0.8610], [1.7061, -0.1795, -0.4817], [-0.9464, -1.1145, 1.5862], [1.4997, 0.6409, -0.5713], [-1.6321, -0.0004, -0.7549], [-0.3739, -0.4794, 0.8659], [2.0581, 0.6201, -0.5292], [-0.3683, 0.4155, -1.5593], [-0.2185, -0.7735, 1.5715], [0.9121, 0.6391, -0.7643], [-1.7573, 0.3500, -0.1134], [0.1045, 0.0578, 0.0430], [-0.8537, -0.4976, 0.8531], [0.3235, 0.6688, 1.0083], [1.2956, -1.2969, 0.1688], [-0.5633, -1.0898, -1.3202], [-0.9783, 0.4386, 0.0411], [0.2481, 0.3421, 0.2610], [-0.3577, 0.3506, -0.0501], [-0.8637, 0.6088, -0.6038], [-0.1540, -0.1196, -0.0570], [0.1912, 0.5874, 0.5113], [-0.1140, -0.7901, -0.0923], [0.6032, -0.3672, 0.0489], [0.1212, 0.3002, -0.0087]]
}